[1]
DFT (ωB97M-V/def2-TZVPD) results for 2 unconnected molecules or ions with the total composition C6H17N2 in a non-equilibrium geometry.

Geometry as XYZ:
```
25
Properties=species:S:1:pos:R:3:nbo_charge:R:1
C 1.40 0.62 -2.04 -0.6253
N -1.14 1.19 0.17 -0.6098
C -2.43 0.55 -0.20 -0.2440
C -3.36 0.68 1.00 -0.5998
C 1.40 -0.72 -1.33 -0.3179
N 0.70 -0.58 -0.07 0.0346
C 1.59 -0.30 1.01 -0.3163
C 1.93 -1.63 1.51 -0.6174
H 1.90 0.65 -3.03 0.2704
H 2.08 1.33 -1.55 0.2336
H -1.11 2.12 -0.24 0.3816
H -2.72 0.97 -1.16 0.1980
H -2.17 -0.46 -0.53 0.2036
H -4.37 0.40 0.77 0.2376
H -2.98 0.13 1.85 0.2253
H -3.34 1.77 1.16 0.2168
H 0.87 -1.48 -1.97 0.2565
H 2.44 -1.06 -1.15 0.2470
H 0.44 1.02 -2.34 0.2388
H -0.31 0.53 -0.05 0.3319
H 1.00 0.16 1.81 0.2569
H 2.34 0.48 0.81 0.2327
H 1.05 -2.04 2.01 0.2465
H 2.25 -2.44 0.88 0.2419
H 2.64 -1.53 2.33 0.2768
```

As for the spin multiplicity: 1. The value obtained for the orbital gap is 5.90 eV. The value obtained for the electronic energy is -9466.3123 eV. As for the charge: +1. The calculation puts the HOMO energy at -13.717 eV.

[2]
DFT (ωB97M-V/def2-TZVPD) results for C6H10O in the gas phase in a non-equilibrium geometry.

Geometry as XYZ:
```
17
Properties=species:S:1:pos:R:3:nbo_charge:R:1
C 1.50 0.39 1.61 -0.6240
C 0.36 0.00 0.67 0.1017
C -0.40 1.18 0.06 -0.4724
C -1.55 0.52 -0.66 -0.1835
C -1.45 -0.78 -0.93 -0.2347
C -0.10 -1.44 -1.08 -0.1063
O 0.92 -0.75 -0.40 -0.5333
H 1.18 1.15 2.33 0.2085
H 2.36 0.79 1.06 0.2199
H 1.85 -0.48 2.17 0.2175
H -0.46 -0.64 1.08 0.1735
H 0.28 1.77 -0.56 0.2256
H -0.80 1.84 0.84 0.2136
H -2.50 1.05 -0.75 0.2074
H -2.32 -1.39 -1.14 0.2130
H -0.09 -2.49 -0.79 0.1739
H 0.13 -1.40 -2.15 0.1995
```

Its structure (SMILES) is C[C@H]1CC=CCO1. As for the spin multiplicity: 1. The value obtained for the orbital gap is 10.21 eV. The value obtained for the electronic energy is -8430.4229 eV. The calculation puts the HOMO energy at -9.057 eV.

[3]
DFT (ωB97M-V/def2-TZVPD) results for HNO3P2 in the gas phase in a non-equilibrium geometry.

Geometry as XYZ:
```
7
Properties=species:S:1:pos:R:3:nbo_charge:R:1
N -1.63 -1.39 -0.01 0.4102
O -1.82 -0.83 -1.05 -0.3154
O -0.89 1.58 0.41 -0.9925
O -0.56 -1.03 0.64 -0.5309
P 0.16 0.62 0.16 1.5271
P 2.14 1.17 -0.18 -0.0996
H 2.60 -0.13 0.03 0.0010
```

As for the spin multiplicity: 1. The value obtained for the orbital gap is 8.44 eV. The value obtained for the electronic energy is -26222.5137 eV. The calculation puts the HOMO energy at -9.721 eV.

[4]
DFT (ωB97M-V/def2-TZVPD) results for C4H8NO2 in the gas phase in a non-equilibrium geometry.

Geometry as XYZ:
```
15
Properties=species:S:1:pos:R:3:nbo_charge:R:1
O 1.21 -1.71 -1.96 -0.5860
C 1.29 -0.58 -1.44 0.7174
O 2.15 0.32 -1.54 -0.3723
C -0.01 -0.07 -0.64 -0.0492
C 0.43 0.35 0.70 -0.4259
C -0.73 1.06 1.49 -0.5768
N -1.13 -1.11 -0.61 -0.7353
H -0.38 0.79 -1.24 0.2287
H 1.21 1.07 0.59 0.2350
H 0.69 -0.51 1.25 0.2049
H -0.92 2.19 1.01 0.1938
H -1.67 0.46 1.54 0.2280
H -0.26 1.23 2.36 0.2024
H -0.71 -1.92 -0.03 0.3564
H -1.17 -1.57 -1.47 0.3788
```

As for the spin multiplicity: 2. The value obtained for the orbital gap (spin up / spin down) is 11.28 / 6.83 eV. The value obtained for the electronic energy is -9860.1018 eV. The calculation puts the HOMO energy (spin up / spin down) at -10.421 / -10.266 eV.

[5]
DFT (ωB97M-V/def2-TZVPD) results for a molecular structure, C25H40BF2NO23S2 in a non-equilibrium geometry.

Geometry as XYZ:
```
94
Properties=species:S:1:pos:R:3:lowdin_charge:R:1
C 1.96 -3.64 2.15 0.0301
B 0.83 -3.02 1.25 -0.6177
O 1.08 -2.47 0.06 0.1916
N -0.62 -3.09 1.80 -0.1388
S -1.39 -1.59 1.76 0.5554
O -2.55 -1.66 2.55 -0.2197
O -1.58 -1.06 0.47 -0.2010
F -0.39 -0.71 2.56 -0.0808
S -1.52 -4.34 1.13 0.5804
O -1.01 -4.68 -0.15 -0.2139
O -1.39 -5.42 2.02 -0.2073
F -3.01 -3.97 1.02 -0.0846
H 1.59 -4.65 2.41 0.0857
H 2.08 -3.05 3.06 0.0899
H 2.87 -3.73 1.54 0.0578
H 1.73 -1.74 0.14 0.1086
C 7.44 -5.27 2.78 -0.0223
C 6.91 -3.86 2.63 -0.3337
C 6.26 -3.29 3.86 -0.0949
O 5.34 -2.34 3.30 0.0715
C 5.02 -2.78 2.06 -0.5517
O 4.15 -2.33 1.39 0.1418
O 5.83 -3.81 1.68 0.0968
H 7.75 -5.66 1.82 0.0890
H 8.28 -5.29 3.47 0.0907
H 6.66 -5.93 3.16 0.0908
H 7.70 -3.20 2.26 0.1600
H 6.96 -2.81 4.53 0.1391
H 5.69 -4.04 4.42 0.1400
C 0.85 3.04 -0.85 -0.0107
C 1.81 2.16 -1.61 -0.3077
C 1.22 1.48 -2.81 -0.0896
O 2.02 0.30 -2.92 0.0718
C 2.47 0.01 -1.68 -0.5478
O 3.00 -1.01 -1.37 0.1598
O 2.21 1.02 -0.82 0.0977
H 1.30 3.37 0.09 0.0884
H 0.58 3.91 -1.44 0.0737
H -0.05 2.49 -0.60 0.0886
H 2.72 2.71 -1.87 0.1634
H 1.28 2.08 -3.71 0.1387
H 0.18 1.17 -2.66 0.1397
C -3.04 5.09 0.71 -0.0085
C -2.00 4.01 0.92 -0.3278
C -2.39 2.96 1.93 -0.0856
O -1.11 2.51 2.40 0.0624
C -0.24 3.54 2.25 -0.5730
O 0.86 3.57 2.70 0.1544
O -0.80 4.54 1.51 0.0616
H -2.64 5.89 0.09 0.0883
H -3.92 4.68 0.24 0.0634
H -3.33 5.54 1.66 0.0928
H -1.73 3.56 -0.04 0.1369
H -2.95 2.15 1.49 0.1205
H -2.95 3.37 2.78 0.1442
C 2.15 7.02 3.24 -0.0168
C 2.02 7.33 1.77 -0.3265
C 0.94 8.32 1.42 -0.0916
O 0.61 7.94 0.08 0.0669
C 0.90 6.62 -0.04 -0.5509
O 0.58 5.94 -0.96 0.1399
O 1.60 6.17 1.03 0.0795
H 2.84 6.19 3.39 0.0920
H 2.52 7.89 3.79 0.0892
H 1.19 6.71 3.66 0.0903
H 2.99 7.64 1.36 0.1593
H 1.28 9.35 1.46 0.1382
H 0.05 8.21 2.04 0.1400
C -2.61 -6.62 -1.77 -0.0237
C -2.33 -7.49 -2.97 -0.3295
C -3.35 -8.58 -3.21 -0.1024
O -2.57 -9.57 -3.90 0.0582
C -1.28 -9.41 -3.51 -0.5581
O -0.40 -10.18 -3.75 0.1657
O -1.13 -8.26 -2.79 0.0901
H -1.77 -5.97 -1.57 0.0548
H -3.50 -6.02 -1.93 0.0968
H -2.76 -7.23 -0.88 0.0975
H -2.20 -6.87 -3.86 0.1595
H -4.19 -8.25 -3.82 0.1369
H -3.73 -9.03 -2.29 0.1384
C -4.15 2.40 -4.84 -0.0202
C -4.86 2.10 -3.54 -0.3307
C -5.97 3.06 -3.20 -0.0904
O -6.00 2.97 -1.76 0.0755
C -4.75 2.63 -1.36 -0.5335
O -4.38 2.64 -0.23 0.1469
O -3.98 2.27 -2.42 0.0941
H -3.27 1.77 -4.95 0.0886
H -4.81 2.24 -5.69 0.0924
H -3.80 3.44 -4.86 0.0912
H -5.21 1.07 -3.54 0.1616
H -6.93 2.77 -3.62 0.1409
H -5.75 4.09 -3.47 0.1409
```

As for the spin multiplicity: 1. The value obtained for the orbital gap is 10.97 eV. The value obtained for the electronic energy is -102940.0292 eV. The calculation puts the HOMO energy at -10.586 eV.

[6]
DFT (ωB97M-V/def2-TZVPD) results for C3H4FNO in the gas phase in a non-equilibrium geometry.

Geometry as XYZ:
```
10
Properties=species:S:1:pos:R:3:nbo_charge:R:1
C -1.46 -0.20 0.13 0.5502
C 0.87 -1.31 -0.13 0.0207
C 0.42 1.17 0.04 0.0726
N -0.91 0.90 0.12 -0.5238
O 1.28 -0.05 -0.26 -0.5414
F -2.72 -0.56 0.26 -0.3086
H 0.73 -1.77 0.83 0.1585
H 0.53 -1.93 -0.95 0.1709
H 0.58 1.74 -0.89 0.1929
H 0.70 2.01 0.83 0.2081
```

As for the spin multiplicity: 1. The value obtained for the orbital gap (spin up / spin down) is 8.71 / 8.04 eV. The value obtained for the electronic energy is -9425.8015 eV. The calculation puts the HOMO energy (spin up / spin down) at -8.594 / -8.294 eV.